## one
An isolated molecule of C5H12N2, computed with ωB97M-V/def2-TZVPD.

Element x y z (Å)
N1 -1.02 -1.27 2.03
H1 2.11 1.26 0.10
H2 -0.27 -1.73 0.26
C1 0.09 -1.12 1.13
C2 -0.94 0.89 -0.42
H3 -0.81 -1.54 3.01
H4 -0.56 1.28 -2.45
H5 -1.51 -0.44 2.00
C3 1.18 0.07 -1.39
H6 -0.84 -0.42 -2.21
H7 -2.05 0.51 -0.09
H8 1.13 -1.11 -1.50
H9 0.09 1.25 1.40
H10 2.09 0.52 -1.90
C4 -0.28 0.43 -1.75
N2 1.46 0.40 0.01
C5 0.09 0.42 0.67
H11 1.17 -1.36 1.57
H12 -1.13 1.97 -0.48

## Properties
multiplicity	1
structure (SMILES)	NC[C@@H]1CCCN1



## two
An isolated molecule of C5H12N2, computed with ωB97M-V/def2-TZVPD.

Element x y z (Å)
H1 1.97 0.03 -0.52
C1 -0.15 0.47 -0.50
H2 -1.53 -0.10 1.04
C2 0.36 -0.99 1.56
H3 1.25 -1.39 1.10
H4 -1.75 -1.01 -1.83
H5 0.27 2.66 -0.45
H6 -0.94 0.67 -1.23
H7 1.02 -0.91 -1.68
N1 -1.25 -1.81 -0.15
C3 -0.64 -0.50 0.53
N2 -1.77 -1.88 -1.23
H8 0.91 1.82 0.98
H9 -0.83 2.19 0.87
C4 0.06 1.90 0.31
C5 1.13 0.06 -1.21
H10 -0.10 -1.80 2.14
H11 0.63 -0.20 2.25
H12 1.37 0.79 -1.99

## Properties
multiplicity	1
structure (SMILES)	[H]/N=N\[C@@H](C)C(C)C



Computed relative energies in units of hartree: one 0.0238; two 0.0000



## one
An isolated molecule of C5H12N2, computed with ωB97M-V/def2-TZVPD.

Element x y z (Å)
H1 -1.67 -0.36 -1.95
C1 -0.15 -1.25 -0.01
H2 -1.57 0.02 0.95
N1 -0.20 1.20 -0.11
H3 -0.04 1.45 -2.24
C2 0.89 -1.41 0.80
H4 1.23 2.18 -1.25
C3 -1.06 -0.07 -0.02
C4 0.57 1.32 -1.33
C5 1.22 -0.55 1.98
H5 1.53 -2.28 0.67
H6 1.03 -1.11 2.90
H7 2.28 -0.30 1.97
H8 -0.77 2.03 0.01
H9 1.18 0.42 -1.46
H10 0.64 0.36 1.98
H11 -2.73 0.54 -1.04
H12 -0.32 -1.96 -0.82
N2 -2.08 -0.24 -1.03

## Properties
multiplicity	1
structure (SMILES)	C/C=C\[C@H](N)NC



## two
An isolated molecule of C5H12N2, computed with ωB97M-V/def2-TZVPD.

Element x y z (Å)
H1 1.15 1.21 -1.36
H2 2.39 0.22 -0.60
H3 1.14 -2.32 -0.10
H4 -2.86 2.10 2.01
C1 0.66 0.40 0.60
N1 -2.57 1.78 1.09
C2 1.49 -2.31 -1.11
H5 1.18 -3.18 -1.67
C3 0.95 -1.00 -1.64
H6 2.56 -2.31 -1.22
C4 1.34 0.22 -0.77
H7 1.17 -0.23 1.27
C5 -1.56 0.96 1.52
H8 -0.10 -1.15 -1.74
H9 -1.21 0.57 -0.36
N2 -0.79 0.30 0.52
H10 1.39 -0.90 -2.68
H11 0.96 1.28 1.04
H12 -1.56 0.53 2.50

## Properties
multiplicity	1
structure (SMILES)	[H]/N=C/NCCCC



## three
A structure of composition C5H12N2, computed with ωB97M-V/def2-TZVPD.

Element x y z (Å)
H1 1.33 2.99 -0.02
H2 1.52 0.39 -1.70
H3 2.02 1.59 1.73
H4 -2.65 -0.79 0.99
H5 -0.17 -1.66 -2.40
N1 1.02 1.74 1.63
H6 -1.66 -2.19 0.65
C1 -0.62 -0.27 0.55
C2 0.19 -1.74 -1.37
C3 -1.65 -1.20 1.11
H7 -0.32 -2.57 -0.90
H8 -1.50 -1.35 2.19
H9 0.27 0.61 1.48
H10 0.09 1.20 -1.82
C4 0.64 2.52 0.67
N2 0.69 0.68 -1.19
H11 1.26 -1.98 -1.42
C5 -0.03 -0.44 -0.63
H12 -0.42 2.47 0.45

## Properties
multiplicity	1



Computed relative energies in units of hartree: one 0.0000; two 0.0238; three 0.1178



## one
An isolated molecule of C5H12N2, computed with ωB97M-V/def2-TZVPD.

Element x y z (Å)
H1 2.28 0.62 -1.11
C1 -0.53 0.33 1.92
C2 -1.13 -0.41 0.76
H2 -0.44 1.39 1.67
H3 -1.18 0.24 2.80
N1 -2.34 -0.86 0.86
H4 0.45 -0.07 2.17
H5 1.33 -1.74 -1.07
N2 0.82 -1.52 -0.21
C3 1.45 1.27 -0.78
H6 -2.63 -1.35 0.01
H7 -0.95 -1.16 -1.22
H8 -0.67 1.44 -1.02
C4 0.11 0.69 -1.19
C5 -0.30 -0.63 -0.52
H9 1.53 1.40 0.30
H10 0.46 -2.41 0.15
H11 1.60 2.24 -1.25
H12 0.14 0.52 -2.28

## Properties
multiplicity	1
structure (SMILES)	[H]/N=C(/C)[C@H](N)CC



## two
An isolated molecule of C5H12N2, computed with ωB97M-V/def2-TZVPD.

Element x y z (Å)
H1 2.67 -1.09 -1.00
H2 -2.99 -0.32 0.40
H3 0.83 1.68 0.50
N1 2.25 -0.23 -0.67
H4 0.36 -0.29 2.14
H5 0.36 -1.17 -0.34
H6 0.20 1.32 -1.11
H7 1.92 0.06 1.94
C1 1.03 -0.38 0.05
C2 -2.19 0.14 -0.17
C3 0.22 0.97 -0.07
N2 -2.25 -0.21 -1.51
C4 -1.19 0.79 0.45
C5 1.20 -0.68 1.55
H8 2.22 0.42 -1.44
H9 -1.37 1.26 1.41
H10 -1.49 0.00 -2.13
H11 1.32 -1.70 1.90
H12 -3.10 -0.57 -1.88

## Properties
multiplicity	1
structure (SMILES)	C[C@H](N)C/C=C\N



Computed relative energies in units of hartree: one 0.0000; two 0.0284



## one
A cluster of 2 separate species, C5H12N2 in total, computed with ωB97M-V/def2-TZVPD.

Element x y z (Å)
H1 0.90 -0.78 2.35
H2 1.07 2.02 -3.49
C1 0.02 -1.94 0.76
H3 0.60 -1.64 -0.11
C2 -0.04 1.53 -0.59
N1 0.26 1.68 -2.99
H4 -0.83 1.29 1.18
C3 -1.21 -2.47 0.54
C4 0.72 -1.84 2.07
N2 -0.20 1.98 0.73
H5 -1.54 -2.68 -0.48
H6 0.62 2.09 1.35
C5 0.14 2.29 -1.70
H7 0.17 3.36 -1.67
H8 0.10 -2.34 2.82
H9 -0.59 1.93 -3.54
H10 -1.93 -2.64 1.35
H11 1.75 -2.31 2.04
H12 -0.02 0.47 -0.62

## Properties
multiplicity	1
structure (SMILES)	N/C=C/N.C=CC



## two
An isolated molecule of C5H12N2, computed with ωB97M-V/def2-TZVPD.

Element x y z (Å)
H1 -1.03 0.11 -0.84
H2 1.53 0.77 -1.59
H3 -1.91 1.65 3.49
H4 1.97 -1.37 -2.66
C1 -0.08 0.63 0.93
C2 -0.07 0.22 -0.34
H5 0.10 -3.03 -2.36
H6 -0.12 1.53 3.28
C3 0.99 -1.19 -2.22
N1 -1.20 0.60 1.79
C4 -1.06 1.69 2.79
H7 0.92 0.79 1.32
H8 -2.07 0.73 1.29
H9 -0.48 -2.12 -1.06
H10 0.36 -0.68 -2.99
H11 1.95 -0.53 -0.44
N2 0.29 -2.34 -1.66
H12 -1.25 2.69 2.36
C5 1.17 -0.15 -1.10

## Properties
multiplicity	1
structure (SMILES)	CN/C=C/CCN



## three
A structure of composition C5H12N2, computed with ωB97M-V/def2-TZVPD.

Element x y z (Å)
C1 -1.37 0.75 0.75
H1 -1.78 -1.64 -0.50
C2 2.19 -0.64 0.49
H2 -1.49 1.10 -1.25
H3 -1.57 -2.22 1.05
N1 -1.70 -1.38 0.48
H4 0.16 -0.03 -2.01
H5 -0.06 -0.47 1.85
N2 -1.77 1.42 -0.33
H6 0.65 1.58 -1.44
C3 0.88 0.51 -1.37
H7 -2.43 2.17 -0.23
H8 3.05 0.01 0.31
C4 0.91 0.01 0.04
C5 -0.24 -0.14 0.83
H9 1.86 0.38 -1.85
H10 2.17 -0.87 1.56
H11 -1.84 1.05 1.67
H12 2.38 -1.58 -0.04

## Properties
multiplicity	1



Computed relative energies in units of hartree: one 0.0247; two 0.0000; three 0.0977



## one
An isolated molecule of C5H12N2, computed with ωB97M-V/def2-TZVPD.

Element x y z (Å)
H1 2.27 0.18 -3.25
H2 0.99 0.52 1.13
H3 -1.96 -1.75 1.07
H4 2.35 -0.31 -0.39
H5 -1.68 0.30 -0.27
H6 -0.63 -1.94 -0.06
H7 -1.45 1.02 2.41
C1 0.73 0.85 -0.86
C2 1.77 0.04 -1.15
N1 -1.98 0.57 1.68
H8 -2.70 1.24 1.36
H9 2.52 -1.30 -2.50
H10 -0.30 -1.83 1.90
C3 -1.08 0.08 0.67
C4 -0.95 -1.51 0.95
H11 -0.32 1.90 0.87
H12 0.07 1.37 -1.65
C5 0.14 0.92 0.50
N2 2.23 -0.36 -2.42

## Properties
multiplicity	1
structure (SMILES)	C[C@@H](N)C/C=C/N



## two
An isolated molecule of C5H12N2, computed with ωB97M-V/def2-TZVPD.

Element x y z (Å)
H1 -2.20 1.24 0.15
H2 0.91 -1.92 -1.49
N1 1.67 -1.25 -1.42
H3 -1.06 3.09 1.05
H4 -0.61 1.76 2.12
N2 -1.20 1.20 0.13
H5 -1.33 -2.13 -0.63
C1 0.52 -0.55 0.72
H6 2.65 -0.94 0.31
H7 0.40 -1.52 1.23
H8 1.69 -0.68 -2.25
H9 0.43 2.30 0.77
C2 -0.80 -0.15 0.11
C3 1.78 -0.50 -0.16
H10 -2.44 -0.81 -1.01
H11 0.77 0.05 1.61
C4 -1.55 -1.09 -0.45
C5 -0.60 2.11 1.08
H12 1.70 0.56 -0.44

## Properties
multiplicity	1
structure (SMILES)	C=C(CCN)NC



## three
A cluster of 2 separate species, C5H12N2 in total, computed with ωB97M-V/def2-TZVPD.

Element x y z (Å)
H1 1.60 1.99 0.19
C1 1.12 1.47 0.94
H2 -0.57 2.90 -0.17
H3 -0.14 -2.96 -1.55
C2 -0.31 -0.39 0.12
C3 -0.75 1.90 -0.59
C4 -0.30 0.99 0.53
H4 -1.71 1.77 -0.93
H5 -1.71 -1.83 0.08
H6 0.56 -2.89 0.01
N1 -1.40 -1.03 -0.49
C5 0.63 -2.48 -0.95
H7 0.00 1.82 -1.36
H8 1.56 0.57 1.30
N2 -0.01 -1.09 -1.00
H9 -0.22 -1.37 1.82
H10 1.67 -2.35 -1.23
H11 0.99 2.05 1.81
H12 -0.99 0.92 1.46

## Properties
multiplicity	1



## four
An isolated molecule of C5H12N2, computed with ωB97M-V/def2-TZVPD.

Element x y z (Å)
H1 3.05 -0.91 0.14
N1 2.39 -1.27 0.81
H2 0.67 -0.26 -0.89
H3 -2.45 1.97 -0.48
H4 -2.30 1.15 -2.81
H5 -1.03 1.00 1.24
H6 0.98 -0.33 2.11
H7 -0.36 -2.23 0.23
N2 -0.73 -1.30 0.37
C1 1.41 -0.23 1.11
H8 1.90 0.74 1.02
C2 -1.58 0.90 -2.06
H9 1.96 -2.08 0.40
C3 0.24 -0.22 0.10
H10 -0.67 0.35 -2.25
H11 0.14 1.93 0.29
H12 -0.96 -1.24 1.35
C4 -1.56 1.44 -0.85
C5 -0.57 1.10 0.25

## Properties
multiplicity	1
structure (SMILES)	C=CC[C@H](N)CN



Computed relative energies in units of hartree: one 0.0335; two 0.0084; three 0.1887; four 0.0000